(1)
DFT (ωB97M-V with the def2-TZVPD basis set) results for a structure of composition C5H14BInNO4S.

Each line ends with the Mulliken charge.
Atoms and positions in Å:
C  -4.42084  -0.44514  -1.20094  -1.077
N  -3.07940  0.02297  -0.90861  0.005
C  -3.02128  1.44799  -0.57482  -0.987
B  -2.00697  -0.43254  -1.79841  0.129
O  -2.36298  -0.75667  -3.12459  -0.579
In  0.13212  -0.65708  -1.00169  0.640
S  -0.18647  -1.10119  1.48038  -0.610
H  -4.38601  -1.44665  -1.63433  0.365
H  -5.01704  -0.52397  -0.28418  0.340
H  -4.97326  0.20041  -1.90148  0.317
H  -2.51268  2.05147  -1.33325  0.328
H  -4.04206  1.83076  -0.49676  0.379
H  -2.51844  1.63362  0.37990  0.229
H  -2.83493  -1.57709  -3.28357  0.258
H  1.05629  -2.03456  -1.57039  -0.331
H  1.12242  0.81175  -1.06437  -0.347
H  -1.40359  -0.54450  1.58286  0.017
C  3.05961  0.28543  1.59045  0.225
C  4.11109  -0.77461  1.33009  -0.234
O  5.33677  -0.02806  1.42668  -0.351
C  5.10364  1.07627  2.17309  0.647
O  5.96210  1.80702  2.56884  -0.574
O  3.79260  1.22831  2.40574  -0.346
H  2.18424  -0.07968  2.11948  0.019
H  2.74006  0.78203  0.67446  0.043
H  4.12103  -1.54847  2.10004  0.236
H  4.04396  -1.22782  0.34536  0.259

Forces on atoms 1 to 3 (eV/Å):
C -0.2 0.1 0.0
N 0.0 -0.1 -0.7
C 0.1 0.0 0.5

As for the spin multiplicity: 1. The total charge is -1. Its lowest unoccupied orbital energy is 2.890 eV. The electronic energy is -1167.86889 Ha. The HOMO-LUMO gap comes out at 7.36 eV.

(2)
DFT (ωB97M-V with the def2-TZVPD basis set) results for a structure of composition C4H12N4 at a distorted geometry.

Each line ends with the Mulliken charge.
Atoms and positions in Å:
C  2.41484  -0.04073  0.99148  -0.639
C  2.13821  -0.64162  -0.99483  -0.572
C  -0.93057  0.34936  0.11562  0.470
C  -0.91485  1.92829  -0.22005  -0.974
H  2.81538  -1.45442  0.90063  0.308
H  3.31681  0.62149  0.58620  0.293
H  2.18098  0.10983  2.38313  0.234
H  2.78701  0.31956  -1.97584  0.264
H  0.85973  -1.26541  -1.64145  0.189
H  2.45564  -1.40006  -0.15597  -0.009
H  -1.83804  2.40963  -0.82608  0.292
H  -0.66355  2.46982  0.74005  0.277
H  0.07161  2.04979  -0.66089  0.386
H  -2.99729  0.52855  0.46109  0.280
H  -2.00814  -1.74873  -0.90074  0.298
H  -1.92704  -1.85639  0.77320  0.274
N  1.32191  0.42361  -0.13108  0.031
N  0.18144  -0.48068  0.05274  -0.707
N  -2.12512  -0.10130  0.16783  0.171
N  -2.42092  -1.32098  0.04813  -0.866

Forces on atoms 1 to 3 (eV/Å):
C 0.5 1.1 4.0
C -4.0 2.2 -6.2
C 5.3 2.4 -1.6

As for the spin multiplicity: 1. Its lowest unoccupied orbital energy is 0.750 eV. The calculation puts the relative energy (zero: lowest compared OMol25 entry of this formula, charge and spin) at 1316.7 kJ/mol. The electronic energy is -378.13674 Ha. The HOMO-LUMO gap comes out at 8.89 eV.

(3)
DFT (ωB97M-V with the def2-TZVPD basis set) results for a structure of composition EuH4N2O5PS2 at a distorted geometry.

Each line ends with the Mulliken charge.
Atoms and positions in Å:
N  -0.80203  -2.45599  -0.55223  -0.473
P  -0.79625  -0.83321  -0.80700  0.671
O  -0.29400  -0.66415  -2.27426  -0.379
S  0.86879  0.08843  0.52148  0.912
O  1.49478  -0.97567  1.51358  -0.638
O  1.92621  0.55758  -0.32630  -0.539
N  0.14476  1.09085  1.41287  -0.357
S  -0.52800  2.29498  0.49651  0.925
O  -1.05067  3.28000  1.35945  -0.482
O  -1.35877  1.59836  -0.48473  -0.567
H  -1.37074  -2.69066  0.26302  0.347
H  -1.21093  -2.95078  -1.35293  0.341
H  -0.17819  0.27998  -2.49538  0.418
H  0.51092  2.78710  -0.20143  0.243
Eu  2.64411  -1.40683  2.92736  1.579

Forces on atoms 1 to 3 (eV/Å):
N -0.8 0.1 -0.4
P 0.1 0.4 0.5
O 0.0 0.2 0.2

As for the spin multiplicity: 7. The total charge is +2. Its lowest unoccupied orbital energy (spin up / spin down) is -8.489 / -10.245 eV. The electronic energy is -2335.30222 Ha. The HOMO-LUMO gap (spin up / spin down) comes out at 8.02 / 4.08 eV.

(4)
DFT (ωB97M-V with the def2-TZVPD basis set) results for a cluster of 2 separate species, C3H4N2S3 in total at a distorted geometry.

Each line ends with the Mulliken charge.
Atoms and positions in Å:
C  1.66203  -0.41989  -0.02945  0.509
C  -2.37930  0.51755  0.18936  -0.551
C  0.64712  -0.66650  0.89847  -0.555
N  -1.32182  1.10948  -0.17279  0.471
N  -0.34854  1.64979  -0.38248  -0.514
S  2.91548  0.61844  0.37763  -0.034
S  -0.65358  -1.61717  0.70458  -0.206
S  1.50125  -1.10871  -1.63573  -0.173
H  -2.68693  0.90184  1.12140  0.305
H  -2.71051  -0.24911  -0.56318  0.390
H  0.97635  -0.25167  1.93874  0.205
H  2.39846  -0.48405  -2.44655  0.152

Forces on atoms 1 to 3 (eV/Å):
C -0.6 -0.1 -0.6
C -0.8 -1.4 -1.8
C 2.5 0.9 2.1

As for the spin multiplicity: 3. Its lowest unoccupied orbital energy (spin up / spin down) is 0.585 / -2.898 eV. The calculation puts the relative energy (zero: lowest compared OMol25 entry of this formula, charge and spin) at 42.1 kJ/mol. The electronic energy is -1420.60112 Ha. The HOMO-LUMO gap (spin up / spin down) comes out at 7.72 / 5.57 eV.